Entry 1:
Computed, not measured: a 27-piece molecular cluster, C11H71BINO30 overall at a distorted geometry, with ωB97M-V/def2-TZVPD.

Calculated values
energy = -84255.7594 eV
net charge = 0
strongest force on any atom = 1.6 eV/Å
orbital gap = 9.22 eV
LUMO level = -0.38 eV
energy relative to the best compared isomer or geometry (same formula, charge and spin) = 0.000 eV

Atoms and positions in Å:
1 C -4.59955 -1.52109 -0.67082
2 C -3.75910 -0.43775 -1.34327
3 O -2.64039 -0.08781 -0.49859
4 B -1.47911 0.25649 -1.13030
5 O -1.55035 0.98688 -2.31377
6 C -0.06293 -0.18840 -0.52959
7 C 1.05317 0.72804 -1.08496
8 C 2.10072 0.15172 -2.04968
9 C 2.98571 -0.95804 -1.49689
10 I 1.22994 -0.46546 -3.93415
11 N 0.03010 -1.63288 -0.98385
12 C -0.62926 -2.44153 -0.04646
13 O -0.91324 -3.60146 -0.27630
14 C -0.85517 -1.67798 1.22864
15 C -0.07480 -0.36971 1.01794
16 C 1.27768 -0.44691 1.75448
17 C 1.96847 -1.78066 1.82999
18 O 3.14994 -1.87516 1.56985
19 H -5.63702 -1.40867 -0.98549
20 H -4.52144 -1.44901 0.41202
21 H -4.27305 -2.50773 -0.99866
22 H -3.41528 -0.82989 -2.30246
23 H -4.34222 0.46231 -1.50682
24 H -1.40538 0.49908 -3.13301
25 H 0.61079 1.57607 -1.60525
26 H 1.62340 1.16312 -0.26269
27 H 2.73035 0.98322 -2.34299
28 H 2.43882 -1.90035 -1.48000
29 H 3.31638 -0.70106 -0.49584
30 H 3.83671 -1.10657 -2.15375
31 H -0.43135 -1.80923 -1.87377
32 H -1.91354 -1.42800 1.31824
33 H -0.62437 -2.22429 2.13989
34 H -0.63762 0.46091 1.44534
35 H 1.06876 -0.15939 2.79167
36 H 2.03217 0.23996 1.37752
37 H 1.43065 -2.67518 2.18171
38 O 5.02057 1.12930 -2.88219
39 H 5.45650 0.38420 -3.31156
40 H 5.74591 1.63821 -2.50531
41 O 4.12281 -1.66898 -6.34969
42 H 3.68614 -1.25744 -7.10805
43 H 3.45965 -1.63217 -5.65317
44 O 4.49405 1.20873 1.58857
45 H 4.15852 0.31412 1.73013
46 H 5.17615 1.30247 2.26401
47 O 1.28312 -4.70081 -1.89089
48 H 0.89269 -4.24109 -2.64235
49 H 0.59490 -4.66718 -1.20904
50 O -4.70891 2.66353 -1.93508
51 H -3.97695 2.28366 -2.43706
52 H -4.65114 3.61350 -2.10458
53 O -6.31826 4.98234 -2.49764
54 H -6.89051 4.25266 -2.23782
55 H -6.90054 5.75044 -2.49484
56 O 7.31268 1.83870 0.95262
57 H 6.39307 2.10654 0.82033
58 H 7.39979 1.02961 0.43219
59 O -5.40954 1.92408 1.01245
60 H -4.68783 1.64470 0.43468
61 H -5.53389 2.85859 0.80385
62 O 6.54407 -3.10565 -5.74991
63 H 6.11367 -3.93299 -5.51849
64 H 5.82274 -2.54719 -6.07975
65 O -0.94327 -6.54702 -3.01833
66 H -0.42591 -7.24876 -3.42399
67 H -0.29655 -6.04227 -2.50814
68 O -3.68631 -0.74768 3.01565
69 H -4.35926 -1.27064 3.46205
70 H -4.19679 -0.11356 2.50377
71 O 8.38094 4.55337 0.86866
72 H 8.05809 3.64451 0.77726
73 H 8.42888 4.69788 1.81739
74 O -5.98335 0.93199 3.74808
75 H -6.01044 1.60750 4.43674
76 H -5.95259 1.42524 2.91826
77 O -0.12778 -4.93557 2.37983
78 H -0.80422 -5.61414 2.45728
79 H -0.41130 -4.39119 1.63609
80 O -7.02247 3.09992 5.89562
81 H -6.62630 3.06785 6.77226
82 H -7.95380 3.28294 6.05200
83 O -3.97622 3.85373 3.29116
84 H -4.82282 4.20131 3.58951
85 H -4.20479 3.09161 2.74609
86 O 2.18703 0.07405 -7.50477
87 H 2.26439 0.57424 -6.67818
88 H 1.63960 0.62011 -8.07537
89 O 5.64534 -3.44831 1.80479
90 H 5.36198 -4.36558 1.75321
91 H 4.86467 -2.93996 1.54548
92 O -0.97019 -1.60190 4.34746
93 H -1.67782 -1.14562 3.87282
94 H -1.26999 -1.57612 5.26288
95 O 0.46743 -3.84446 6.27647
96 H 0.20707 -3.13031 5.68728
97 H 1.37903 -3.63551 6.52507
98 O 3.41659 -3.61178 6.70294
99 H 3.78233 -3.55519 5.81360
100 H 3.52392 -4.53611 6.95177
101 O 2.42603 2.37585 -5.37666
102 H 2.44646 3.07326 -6.04081
103 H 3.14828 2.59076 -4.77420
104 O -0.04595 3.25239 0.51430
105 H -0.59131 2.92951 -0.21063
106 H -0.33456 4.16156 0.64501
107 O -8.01085 6.10922 -0.20379
108 H -8.56642 5.34056 -0.04129
109 H -7.12887 5.82286 0.07228
110 O -5.31346 5.95381 1.20076
111 H -5.11779 6.51140 1.96059
112 H -5.07906 6.49487 0.43792
113 O 6.64183 -1.24231 -0.16234
114 H 6.55305 -2.09164 -0.60680
115 H 6.61559 -1.48392 0.77092



Entry 2:
Computed, not measured: a single C11H7P molecule at a distorted geometry, with ωB97M-V/def2-TZVPD.

Calculated values
energy = -20802.2096 eV
net charge = 0
strongest force on any atom = 3.9 eV/Å
orbital gap (alpha / beta) = 5.81 / 6.84 eV
LUMO level (alpha / beta) = -1.18 / -0.77 eV

Atoms and positions in Å:
1 C 0.01548 2.14139 -1.92129
2 C -1.15354 1.44586 -2.17574
3 C 0.96473 1.73418 -0.96710
4 C -1.50350 0.46392 -1.24167
5 C -0.87368 -1.64827 1.75017
6 C 1.72888 0.06127 0.70099
7 C -0.05985 -2.73147 2.11562
8 C 0.68337 0.59777 -0.17401
9 C -0.65055 0.03906 -0.20400
10 C -0.97376 -0.93565 0.66391
11 C 1.85342 -1.18757 0.98742
12 P 1.60599 -2.75274 1.55268
13 H 0.22552 3.09835 -2.61293
14 H -1.94582 1.91854 -2.85951
15 H 2.06223 2.04346 -0.99889
16 H -2.51690 -0.06644 -1.50124
17 H -1.47785 -1.42848 2.67011
18 H 2.21687 0.74599 1.35787
19 H -0.20106 -3.53917 2.85760



Entry 3:
Computed, not measured: C11H8BeNO5 as an isolated structure at a distorted geometry, with ωB97M-V/def2-TZVPD.

Calculated values
energy = -23657.7908 eV
net charge = +1
strongest force on any atom = 4.2 eV/Å
orbital gap (alpha / beta) = 6.54 / 6.54 eV
LUMO level (alpha / beta) = -4.72 / -4.72 eV
energy relative to the best compared isomer or geometry (same formula, charge and spin) = 0.000 eV

Atoms and positions in Å:
1 O -0.11052 -0.07715 -5.64436
2 C -0.48763 -0.05913 -4.55755
3 Be 0.03416 -0.29618 -1.58447
4 O 2.23893 0.01277 -3.44719
5 C 1.30538 -0.05651 -2.78243
6 C -2.62877 0.32854 -2.04564
7 O -3.16794 -0.05624 -1.02514
8 C -0.79411 -1.89234 -1.86830
9 O -1.24996 -2.94365 -1.86640
10 C -1.31815 1.13221 -1.97389
11 O -1.18795 2.32264 -1.90368
12 H -3.03918 0.17272 -3.07999
13 C 1.39756 0.18542 4.16639
14 C 0.87083 0.14034 2.74318
15 C 1.39186 1.00112 1.77834
16 C 0.97820 0.91217 0.46485
17 N 0.15690 -0.09879 0.08403
18 C -0.47238 -0.87643 1.00414
19 C -0.09336 -0.80035 2.35018
20 H 2.48006 0.00521 4.20021
21 H 1.20015 1.16548 4.61130
22 H 0.90479 -0.56995 4.78579
23 H 2.11666 1.73360 2.10722
24 H 1.30869 1.63375 -0.27207
25 H -1.27591 -1.54837 0.66812
26 H -0.55831 -1.47088 3.08735



Entry 4:
Computed, not measured: an isolated ion of composition C11H8F4NO4S2 and charge -1 at a distorted geometry, with ωB97M-V/def2-TZVPD.

Calculated values
energy = -53755.6377 eV
net charge = -1
strongest force on any atom = 3.9 eV/Å
orbital gap = 6.11 eV
LUMO level = 2.43 eV
SMILES = N#Cc1ccc([C@@H](CC=[S@](=O)([O-])F)S(=O)(=O)C(F)(F)F)cc1

Atoms and positions in Å:
1 N -0.56159 -5.93116 1.45391
2 C -0.61143 -4.76937 1.41577
3 C -0.58985 -3.33117 1.34659
4 C 0.58109 -2.60531 1.64239
5 C 0.64926 -1.24074 1.35321
6 C -0.39966 -0.58374 0.68551
7 C -0.10907 0.72280 0.01367
8 C 0.26627 0.90120 -1.60412
9 C 1.36787 0.36232 -2.33562
10 S 2.87660 1.18898 -2.29293
11 O 3.16475 1.66485 -0.98373
12 O 3.10118 1.98812 -3.48908
13 F 3.88164 -0.08040 -2.51453
14 S -1.67964 1.78073 0.27944
15 O -2.35188 1.39979 1.48777
16 O -2.34963 2.01852 -0.99628
17 C -0.93705 3.43171 0.82498
18 F -1.85032 4.38074 0.56628
19 F 0.20153 3.73127 0.16190
20 F -0.67681 3.44293 2.14083
21 C -1.64919 -1.24482 0.67052
22 C -1.73425 -2.62788 0.91935
23 H 1.43553 -3.17731 2.06488
24 H 1.54953 -0.68655 1.65751
25 H 0.73955 1.24783 0.45681
26 H -0.70976 0.43061 -1.72121
27 H 0.28888 1.99771 -1.50067
28 H 1.37264 -0.54431 -2.92994
29 H -2.57689 -0.71229 0.46487
30 H -2.68932 -3.15506 0.76192



Entry 5:
Computed, not measured: a single C11H8FNO molecule at a distorted geometry, with ωB97M-V/def2-TZVPD.

Calculated values
energy = -17788.5206 eV
net charge = 0
strongest force on any atom = 6.3 eV/Å
orbital gap = 9.52 eV
LUMO level = -0.47 eV
energy relative to the best compared isomer or geometry (same formula, charge and spin) = 2.625 eV
SMILES = N#C[C@]1(C(=O)c2ccccc2)C[C@H]1F

Atoms and positions in Å:
1 N -3.69017 1.18804 0.09141
2 C -2.96820 0.29311 0.29986
3 C -2.09898 -0.75788 0.64394
4 C -0.70240 -1.20961 -0.33910
5 O -0.51754 -2.39271 -0.27550
6 C 0.13186 -0.18837 -0.91852
7 C -0.19600 1.14947 -0.92078
8 C 0.69736 2.06581 -1.46498
9 C 1.94186 1.67943 -1.95025
10 C 2.33152 0.31332 -1.99668
11 C 1.40265 -0.58477 -1.34220
12 C -2.58871 -1.97337 1.25351
13 C -1.80268 -1.05398 2.07897
14 F -0.43807 -1.38218 2.34986
15 H -1.12452 1.53192 -0.67174
16 H 0.44941 3.08907 -1.35906
17 H 2.64530 2.45240 -2.10614
18 H 3.22380 -0.13403 -2.17503
19 H 1.55735 -1.65824 -1.68965
20 H -2.01178 -2.72418 0.88260
21 H -3.58184 -2.31889 1.52756
22 H -2.22607 -0.48682 2.82675



Entry 6:
Computed, not measured: C11H8GaN4O5 as an isolated structure at a distorted geometry, with ωB97M-V/def2-TZVPD.

Calculated values
energy = -80107.0579 eV
net charge = +1
strongest force on any atom = 1.2 eV/Å
orbital gap = 8.28 eV
LUMO level = -4.43 eV
energy relative to the best compared isomer or geometry (same formula, charge and spin) = 0.232 eV

Atoms and positions in Å:
1 Ga -0.98509 -0.14845 -0.14503
2 O 2.61331 -0.12685 -4.87593
3 C 1.73131 -0.17245 -3.90063
4 C 1.24961 -1.39105 -3.37363
5 C 0.36931 -1.33005 -2.31743
6 N 0.00631 -0.14815 -1.84263
7 C 0.39751 1.02575 -2.31863
8 C 1.27851 1.06125 -3.37383
9 C -0.21829 2.17265 -1.49153
10 O -0.07449 3.32385 -1.76573
11 O -0.88799 1.73255 -0.43573
12 C -0.27529 -2.46265 -1.50133
13 O -0.12839 -3.61435 -1.77353
14 O -0.97379 -2.01865 -0.46833
15 H 2.89121 -1.00705 -5.17093
16 H 1.58041 -2.33905 -3.77403
17 H 1.64601 1.98535 -3.78963
18 N -0.41149 2.05615 4.63557
19 C -0.70199 0.95485 3.94377
20 C -0.85209 0.97455 2.52837
21 N -1.10709 -0.15095 1.87867
22 C -1.24249 -1.30175 2.54567
23 C -1.08589 -1.29585 3.93187
24 N -0.81679 -0.20435 4.60567
25 H -0.34999 2.95685 4.19187
26 H -0.29119 1.99145 5.63497
27 H -0.73799 1.88385 1.94977
28 H -1.44879 -2.19425 1.97357
29 H -1.17429 -2.21325 4.49887